[1]
The following is a quantum chemistry calculation of the molecule C5H3F, from the Open Molecules 2025 dataset.

Each line ends with the natural charge from an NBO analysis.
Atoms and positions in Å:
C -1.111 1.568 0.583  -0.02
C -0.705 0.081 0.288  0.02
C 0.200 -0.750 0.026  -0.07
C 1.048 -1.511 -0.582  -0.12
C 1.830 -2.271 -1.012  -0.11
H -1.744 1.550 1.660  0.20
H -0.150 2.187 0.802  0.21
H 2.542 -3.061 -1.325  0.25
F -1.910 2.208 -0.440  -0.36

Output
Total charge: 0
SMILES: C#CC#CCF
Highest occupied orbital energy (eV): -9.5
DFT total energy (eV): -7945.612


[2]
The following is a quantum chemistry calculation of a cluster of 2 separate species, C4H6O in total, from the Open Molecules 2025 dataset.

Each line ends with the Löwdin spin population.
Atoms and positions in Å:
C -0.026 -1.523 0.277  0.40
C 0.499 -0.325 -0.064  0.19
C -0.514 -0.872 -0.881  1.25
C 1.587 0.729 0.090  0.01
O -2.161 0.801 0.064  0.09
H 0.022 -2.318 0.876  0.02
H -2.756 0.172 0.399  0.00
H 2.252 0.505 0.846  0.00
H 1.016 1.667 0.146  0.00
H 2.215 0.654 -0.783  0.00
H -2.136 0.509 -0.969  0.02

Output
Total charge: 0
Multiplicity: 3
Highest occupied orbital energy (spin up / spin down) (eV): -5.3 / -10.5
DFT total energy (eV): -6284.571


[3]
The following is a quantum chemistry calculation of a cluster of 2 separate species, C27H37N4 in total, from the Open Molecules 2025 dataset.

Each line ends with the Mulliken charge.
Atoms and positions in Å:
C 2.943 -4.048 -3.979  -0.87
C 4.033 -3.023 -3.729  -0.55
N 3.497 -1.846 -3.079  0.06
C 4.321 -0.663 -3.214  -0.68
C 3.530 0.590 -2.889  -0.80
C 2.952 0.482 -1.486  -0.79
C 2.296 -0.836 -1.240  0.97
C 2.554 -1.945 -2.098  0.34
C 1.853 -3.169 -1.876  0.68
C 0.880 -3.224 -0.895  -1.65
C 0.597 -2.118 -0.030  0.59
C -0.488 -2.156 0.877  -0.62
C -1.007 -1.066 1.615  0.38
C -1.861 -1.271 2.747  -1.44
C -2.271 -0.232 3.563  0.60
C -1.769 1.084 3.329  0.56
N -2.156 2.131 4.113  0.02
C -3.287 2.018 5.008  -0.55
C -3.307 0.663 5.688  -0.88
C -3.253 -0.469 4.668  -0.91
C -1.791 3.492 3.780  -0.65
C -0.387 3.550 3.209  -0.93
C -0.286 2.645 1.989  -0.65
C -0.913 1.308 2.210  0.40
C -0.713 0.294 1.293  -1.27
C 1.485 -1.004 -0.135  -1.21
C 2.191 -4.377 -2.695  -0.98
H 2.240 -3.651 -4.719  0.31
H 3.397 -4.949 -4.394  0.38
H 4.826 -3.473 -3.104  0.26
H 4.500 -2.698 -4.668  0.41
H 5.191 -0.731 -2.536  0.27
H 4.705 -0.637 -4.242  0.45
H 4.183 1.461 -2.965  0.41
H 2.718 0.709 -3.617  0.24
H 3.751 0.625 -0.741  0.39
H 2.226 1.288 -1.318  0.22
H 0.297 -4.141 -0.781  0.45
H -0.945 -3.133 1.055  0.44
H -2.180 -2.287 2.986  0.44
H -3.211 2.832 5.741  0.40
H -4.229 2.164 4.447  0.27
H -2.445 0.584 6.360  0.31
H -4.214 0.585 6.291  0.38
H -4.260 -0.608 4.242  0.32
H -3.001 -1.404 5.177  0.42
H -2.503 3.903 3.042  0.27
H -1.876 4.095 4.693  0.44
H -0.148 4.580 2.938  0.40
H 0.334 3.222 3.967  0.35
H -0.772 3.124 1.123  0.24
H 0.770 2.513 1.722  0.29
H -0.286 0.543 0.318  1.34
H 1.531 -0.258 0.662  1.00
H 1.268 -4.910 -2.942  0.42
H 2.802 -5.072 -2.097  0.33
C -1.740 0.767 -3.794  -0.85
N -1.837 1.329 -2.452  0.34
C -3.172 1.852 -2.174  -0.99
N -0.915 2.398 -2.346  -0.82
H -2.470 -0.046 -3.861  0.34
H -1.958 1.513 -4.580  0.33
H -0.732 0.371 -3.958  0.18
H -3.876 1.019 -2.270  0.35
H -3.205 2.250 -1.155  0.25
H -3.464 2.654 -2.875  0.37
H -0.967 2.772 -1.400  0.31
H 0.022 2.030 -2.516  0.21

Output
Total charge: +1
Highest occupied orbital energy (eV): -9.9
DFT total energy (eV): -34553.773


[4]
The following is a quantum chemistry calculation of the ion C4H4N3 with charge +1, from the Open Molecules 2025 dataset.

Each line ends with the natural charge from an NBO analysis.
Atoms and positions in Å:
C 2.167 0.054 -0.012  0.36
C -1.422 0.627 0.090  -0.26
C -1.278 -0.771 -0.053  0.09
C -0.108 1.198 -0.022  0.10
N 3.247 -0.205 0.030  -0.14
N 0.047 -0.949 0.038  -0.27
N 0.730 0.193 0.079  -0.15
H -2.346 1.086 0.279  0.28
H -1.970 -1.523 -0.191  0.27
H 0.440 2.101 -0.063  0.27
H 0.493 -1.812 -0.175  0.45

Output
Total charge: +1
SMILES: N#C[n+]1ccc[nH]1
Highest occupied orbital energy (eV): -15.9
DFT total energy (eV): -8673.031


[5]
The following is a quantum chemistry calculation of a structure of composition C3H3AgO3, from the Open Molecules 2025 dataset.

Each line ends with the natural charge from an NBO analysis.
Atoms and positions in Å:
O 0.756 0.567 0.830  -0.74
C 1.653 -0.523 0.014  0.63
O 2.556 -0.443 -0.830  -0.66
C -1.637 -0.568 -1.668  -0.25
O -0.291 -0.179 -1.371  -0.56
C 0.186 -0.554 -0.213  -0.04
Ag -0.454 2.594 1.073  -0.88
H -2.326 0.107 -1.147  0.19
H -1.761 -0.475 -2.752  0.15
H -1.804 -1.607 -1.357  0.16

Output
Total charge: -2
Highest occupied orbital energy (eV): 2.8
DFT total energy (eV): -13292.721


[6]
The following is a quantum chemistry calculation of a structure of composition C15H33Br4N3O6, from the Open Molecules 2025 dataset.

Each line ends with the natural charge from an NBO analysis.
Atoms and positions in Å:
C -2.176 -0.344 1.432  -0.67
C -0.929 -1.251 1.679  0.07
C -1.213 -2.525 0.878  -0.48
C -0.058 -3.468 0.546  -0.39
C 1.063 -2.581 -0.106  -0.45
C 1.494 -1.406 0.686  0.16
N 0.285 -0.622 1.179  0.30
O 0.650 0.561 1.906  -0.53
C 2.334 -0.507 -0.265  -0.64
C 2.313 -1.890 1.881  -0.63
C -0.744 -1.601 3.159  -0.59
H -3.090 -0.914 1.598  0.23
H -2.140 0.028 0.408  0.28
H -2.085 0.536 2.067  0.21
H -1.623 -2.280 -0.102  0.27
H -2.085 -3.036 1.286  0.21
H -0.377 -4.272 -0.117  0.22
H 0.302 -3.944 1.459  0.18
H 0.730 -2.130 -1.041  0.26
H 1.883 -3.243 -0.383  0.23
H 3.075 -1.113 -0.785  0.23
H 2.778 0.367 0.212  0.19
H 1.671 -0.088 -1.022  0.21
H 2.396 -1.200 2.721  0.24
H 3.344 -2.076 1.579  0.23
H 1.960 -2.875 2.187  0.22
H -0.763 -0.779 3.875  0.23
H 0.116 -2.213 3.433  0.22
H -1.656 -2.162 3.366  0.22
O -0.181 0.604 -0.197  -1.02
H 0.216 1.483 -0.349  0.54
C 1.139 2.362 -2.290  -0.51
N 0.627 1.296 -3.278  0.55
O 1.370 0.497 -3.794  -0.38
O -0.519 1.416 -3.564  -0.36
H 0.402 3.149 -2.133  0.24
H 2.114 2.635 -2.695  0.24
H 1.267 1.989 -1.273  0.20
C -0.885 -0.333 -2.421  -0.57
N -1.260 -1.486 -1.543  0.52
O -0.587 -2.485 -1.595  -0.35
O -2.293 -1.376 -0.890  -0.39
H -0.856 0.617 -1.888  0.29
H -1.525 -0.324 -3.303  0.26
H 0.103 -0.616 -2.783  0.23
Br -3.304 1.478 1.506  0.08
C -2.267 2.387 0.023  -0.42
C -2.147 1.432 -1.194  -0.53
Br -3.900 1.237 -2.119  -0.01
H -1.302 2.639 0.462  0.22
H -2.742 3.347 -0.178  0.23
H -1.727 0.499 -0.819  0.31
H -1.361 1.774 -1.868  0.21
Br 3.273 1.547 1.430  0.07
C 1.545 2.113 0.673  -0.41
C 1.491 3.625 0.545  -0.42
Br -0.066 4.091 -0.580  0.04
H 0.732 1.707 1.274  0.29
H 1.479 1.676 -0.324  0.16
H 2.315 3.965 -0.082  0.22
H 1.394 4.081 1.530  0.25

Output
Total charge: 0
Highest occupied orbital energy (eV): -7.1
DFT total energy (eV): -312985.051


> Among the records above, which one has the highest DFT total energy?

C4H6O


> Which of these has the lowest DFT total energy?

C15H33Br4N3O6